Entry from the OMol25 dataset: C31H54Cl2F4InN7O10S2 as an isolated structure at a distorted geometry (ωB97M-V/def2-TZVPD).

Geometry (Å):
In1 -1.47243 -4.23943 -2.39759
N1 -0.28768 -0.08683 0.36388
S1 -0.74966 1.34190 0.35642
O1 0.01986 2.44530 -0.19747
O2 -1.73889 1.79296 1.30511
F1 -1.69601 1.10525 -0.96435
S2 0.66602 0.20238 1.75791
O3 -0.03775 0.34884 3.01666
O4 1.95593 0.86404 1.61890
F2 1.06883 -1.35838 1.85772
C1 3.28602 1.54949 -5.71767
C2 3.02620 0.33340 -4.86043
O5 2.08052 -0.42639 -5.03853
N2 3.86663 0.10874 -3.83673
C3 4.99951 0.96399 -3.39341
H1 4.15380 1.36804 -6.35181
H2 3.52420 2.46073 -5.16901
H3 2.48600 1.67401 -6.44743
H4 3.61223 -0.66713 -3.24227
H5 4.62455 1.79911 -2.80174
H6 5.60309 1.28354 -4.24293
H7 5.63690 0.37188 -2.73672
C4 -7.04586 -1.25128 -6.89491
C5 -5.76866 -0.58687 -6.55168
O6 -5.01549 -1.18979 -5.77821
N3 -5.52184 0.55871 -7.15107
C6 -4.36146 1.31490 -6.91939
H8 -7.67021 -0.39389 -7.14621
H9 -7.42222 -1.67670 -5.96460
H10 -6.94781 -1.93028 -7.74193
H11 -6.17342 0.90444 -7.84102
H12 -3.67635 0.78211 -6.25996
H13 -4.63120 2.22861 -6.38980
H14 -3.85039 1.64965 -7.82208
C7 -1.80292 -8.07533 4.29670
C8 -2.24806 -6.66373 3.90470
O7 -2.06910 -6.27298 2.74959
N4 -2.91398 -5.93696 4.81898
C9 -3.32021 -4.55280 4.67683
H15 -0.92331 -8.38460 3.73213
H16 -2.59819 -8.73762 3.95460
H17 -1.62352 -8.25573 5.35659
H18 -3.32230 -6.40075 5.61790
H19 -2.83717 -4.07059 3.82698
H20 -2.85971 -4.09148 5.55046
H21 -4.37688 -4.41845 4.90814
C10 -2.95785 4.15537 6.88149
C11 -1.66403 4.50131 7.56252
O8 -1.54490 5.45132 8.34452
N5 -0.62231 3.75759 7.20195
C12 0.60040 3.91096 7.84176
H22 -3.79131 4.62139 7.40710
H23 -3.04619 3.07378 6.98384
H24 -2.82819 4.50933 5.85876
H25 -0.72703 2.96114 6.58975
H26 1.27322 3.16709 7.41505
H27 0.53757 3.64342 8.89655
H28 1.01720 4.91506 7.76330
C13 -7.53825 -0.34909 0.40408
C14 -7.24242 -1.84257 0.70778
O9 -6.22451 -2.34594 0.23591
N6 -8.18074 -2.53266 1.39450
C15 -8.17684 -3.95111 1.53545
H29 -7.29078 -0.16224 -0.64088
H30 -7.05943 0.30429 1.13341
H31 -8.61797 -0.20244 0.43258
H32 -8.92465 -2.03098 1.85820
H33 -8.78548 -4.30131 0.70177
H34 -8.69689 -4.15869 2.47063
H35 -7.19988 -4.43310 1.57195
C16 6.16798 -5.65384 -2.47618
C17 5.05106 -5.75533 -1.44206
O10 4.07639 -5.05848 -1.55671
N7 5.20332 -6.64687 -0.46579
C18 4.26601 -6.87299 0.66122
H36 7.11335 -5.99212 -2.05198
H37 6.31679 -4.60023 -2.71253
H38 5.88545 -6.29440 -3.31162
H39 5.95216 -7.30283 -0.63624
H40 4.38498 -7.90776 0.98245
H41 3.25301 -6.60475 0.36127
H42 4.63292 -6.31185 1.52064
C19 5.59686 4.96372 3.56357
Cl1 6.96738 6.07988 3.50438
Cl2 4.02281 5.86225 3.46820
H43 5.60689 4.31229 2.68971
H44 5.67840 4.39710 4.49114
F3 -3.24874 7.78584 -4.10368
C20 -2.90260 7.73590 -5.41011
C21 -1.79807 6.98696 -5.76059
C22 -1.40963 7.05863 -7.09928
C23 -2.11687 7.85678 -8.04875
C24 -3.20637 8.64338 -7.58306
C25 -3.57767 8.56514 -6.28419
H45 -1.14558 6.37894 -5.15152
H46 -0.51799 6.49173 -7.32287
H47 -1.83450 7.84554 -9.09113
H48 -3.81370 9.17306 -8.30208
H49 -4.42912 9.08458 -5.86994
F4 6.60677 -2.20919 4.65892
C26 7.52076 -1.27105 4.34521
C27 8.06282 -1.26893 3.05595
C28 9.01139 -0.24849 2.82708
C29 9.42781 0.56923 3.82877
C30 8.99818 0.46417 5.09656
C31 7.97501 -0.47753 5.36406
H50 7.73561 -1.91736 2.25665
H51 9.34270 -0.09012 1.81142
H52 10.11581 1.36399 3.58093
H53 9.44876 1.06006 5.87650
H54 7.62360 -0.64124 6.37209

Cartesian forces, eV/Å:
-0.013 0.127 0.067
3.179 -0.763 3.151
-6.669 6.684 -6.321
0.908 -1.376 1.363
0.995 -0.725 0.447
0.201 -0.245 0.638
3.643 -4.331 3.900
0.245 0.541 -2.054
-2.494 -0.547 -0.732
0.007 0.711 -0.411
0.311 -0.243 -0.723
-0.691 0.285 -0.204
0.066 0.145 -0.177
1.483 0.439 0.902
-0.776 -0.840 -0.145
0.301 -0.180 0.103
-0.338 -0.082 0.124
-0.215 0.133 0.475
0.001 -0.013 -0.094
0.090 0.241 -0.174
-0.194 0.135 0.073
-0.083 -0.059 -0.098
-0.828 1.320 0.055
0.627 -3.195 1.063
0.374 1.146 -0.159
-0.265 0.809 -1.104
1.187 1.352 0.751
-0.838 -0.480 -0.377
-0.049 -0.420 -0.435
-0.085 -0.092 0.291
-0.009 -0.160 0.249
-0.082 -0.178 -0.267
0.031 0.220 0.138
-0.018 -0.371 -0.169
-0.319 0.109 -0.132
0.299 -0.810 -1.245
0.177 0.210 0.702
-0.589 -0.112 0.252
1.019 0.070 1.404
-0.009 0.381 0.016
-0.110 -0.122 0.133
-0.126 0.230 -0.007
0.478 -0.167 -0.024
-0.786 -0.285 -0.242
0.149 0.505 0.098
-0.174 0.021 -1.033
0.196 -0.142 0.726
-1.127 1.932 0.612
0.041 -1.036 -0.552
-0.355 -0.652 -0.830
2.141 -0.741 0.779
0.148 0.118 -0.305
-0.326 -0.037 -0.573
-0.466 -0.258 -0.110
-0.334 0.171 0.067
0.266 0.306 -0.079
-0.064 0.250 0.244
-0.109 0.077 -0.042
-0.820 -1.053 0.223
0.286 0.793 -0.825
-0.520 -0.206 0.411
0.868 1.414 0.185
-0.824 -0.585 0.208
0.592 0.113 0.313
0.161 0.013 -0.337
-0.087 0.149 0.345
0.181 0.059 -0.328
0.213 -0.803 0.097
0.005 -0.337 -0.086
0.002 0.415 -0.226
0.199 -0.314 0.975
0.627 0.218 -0.887
-1.564 1.152 0.110
0.308 -1.168 0.776
1.284 -0.017 -0.532
0.056 -0.249 -0.137
-0.341 -0.218 -0.409
0.182 0.376 -0.243
-0.106 0.026 0.511
-0.452 -0.102 -0.331
0.172 -0.105 0.197
-0.430 0.414 -0.042
-0.463 0.304 -0.260
-0.081 -0.157 -0.063
0.703 -0.515 0.269
0.157 0.146 0.215
-0.327 0.207 -0.156
-0.005 -0.196 -1.022
0.602 0.076 2.157
0.793 -0.160 -1.794
-0.526 0.442 0.173
0.111 -0.305 1.283
0.530 -0.960 -1.428
-0.998 0.273 0.665
-0.555 0.155 0.677
-0.045 0.071 -0.604
0.020 0.094 0.002
0.133 0.311 0.062
-0.059 0.207 -0.155
0.146 0.384 -0.224
-0.208 -1.622 -0.618
0.741 1.728 0.105
-1.811 -2.171 -1.502
1.587 1.769 -1.059
-1.895 -1.414 2.110
1.490 1.454 0.904
-0.128 -0.090 0.199
0.267 -0.075 0.015
0.242 -0.010 -0.019
-0.244 0.033 0.120
-0.191 0.028 -0.026

Results
Strongest force on any atom (eV/A): 11.36
Molecular weight (g/mol): 1010.7
Orbital gap (eV): 1.092
E_HOMO (eV): -12.34
Energy (a.u.): -4654.7874
LUMO level (eV): -11.246
Net charge: +2